The following is a DFT calculation (the ωB97M-V functional and the def2-TZVPD basis) of a molecular structure, C61H169Br3N21O16P7 at a distorted geometry.

largest force on an atom	4.74	eV Å⁻¹
E	-405199.7736	eV

Geometry (Å):
C  2.919  -4.776  -4.008
Br  2.000  -5.388  -2.400
Br  1.771  -4.576  -5.480
Br  4.350  -5.958  -4.514
H  3.301  -3.763  -3.736
O  -5.578  -3.303  7.600
P  -4.952  -2.258  6.833
N  -5.007  -2.608  5.222
C  -4.397  -1.661  4.265
C  -5.956  -3.599  4.564
N  -3.270  -2.117  7.064
C  -2.546  -3.320  6.667
C  -2.865  -1.703  8.364
N  -5.421  -0.699  7.136
C  -4.719  0.557  6.804
C  -6.758  -0.625  7.655
H  -3.752  -1.007  4.811
H  -5.255  -1.112  3.799
H  -3.844  -2.238  3.482
H  -6.984  -3.150  4.540
H  -5.931  -4.503  5.172
H  -5.605  -3.687  3.539
H  -2.637  -3.685  5.631
H  -1.533  -3.035  6.733
H  -2.761  -4.195  7.341
H  -1.793  -1.485  8.531
H  -3.426  -0.913  8.685
H  -3.036  -2.536  9.103
H  -5.115  1.168  5.968
H  -4.726  1.213  7.662
H  -3.703  0.291  6.523
H  -7.186  -1.605  7.693
H  -7.402  0.013  7.061
H  -6.782  -0.176  8.643
O  3.351  -0.515  -10.172
P  3.336  -0.491  -8.720
N  4.383  0.708  -8.201
C  4.351  1.368  -6.855
C  5.415  1.324  -9.152
N  3.802  -1.938  -8.013
C  4.220  -1.975  -6.596
C  4.230  -3.115  -8.853
N  1.913  -0.100  -7.870
C  1.312  1.187  -7.917
C  0.899  -1.191  -7.854
H  4.442  2.462  -6.973
H  5.263  0.988  -6.272
H  3.424  1.104  -6.354
H  6.333  0.918  -8.705
H  5.349  2.457  -9.081
H  5.192  0.945  -10.124
H  4.373  -2.978  -6.163
H  5.095  -1.370  -6.426
H  3.472  -1.431  -5.988
H  5.283  -3.220  -9.112
H  4.090  -4.003  -8.294
H  3.698  -3.143  -9.805
H  1.979  1.907  -8.291
H  0.461  1.040  -8.638
H  0.879  1.483  -6.944
H  0.377  -1.187  -8.810
H  0.329  -0.925  -6.968
H  1.441  -2.118  -7.854
O  2.906  5.384  -1.684
P  2.363  5.234  -3.073
N  1.752  3.743  -3.390
C  0.785  3.327  -2.414
C  2.364  2.735  -4.299
N  3.652  5.567  -4.117
C  3.461  6.137  -5.475
C  4.979  5.044  -3.803
N  1.077  6.188  -3.448
C  1.203  7.561  -2.924
C  -0.130  5.810  -4.169
H  -0.048  2.819  -2.898
H  0.423  4.190  -1.903
H  1.130  2.586  -1.679
H  2.559  3.152  -5.290
H  1.690  1.869  -4.365
H  3.286  2.208  -4.003
H  4.197  6.973  -5.720
H  3.639  5.403  -6.305
H  2.413  6.572  -5.474
H  5.719  5.380  -4.552
H  5.308  5.510  -2.904
H  5.115  3.942  -3.803
H  1.521  8.338  -3.676
H  0.226  7.970  -2.568
H  1.934  7.484  -2.141
H  -0.881  5.328  -3.525
H  0.123  5.073  -4.995
H  -0.573  6.734  -4.622
O  4.576  -2.535  -3.176
P  5.931  -2.324  -2.501
N  6.279  -0.651  -2.401
C  7.523  -0.242  -1.744
C  5.173  0.333  -2.508
N  7.313  -3.070  -3.116
C  7.947  -2.451  -4.233
C  7.391  -4.557  -3.041
N  5.889  -2.980  -0.944
C  4.571  -2.745  -0.307
C  7.090  -3.002  -0.111
H  8.025  -1.119  -1.283
H  7.237  0.356  -0.902
H  8.192  0.267  -2.517
H  4.943  0.672  -1.556
H  4.319  -0.073  -3.019
H  5.511  1.180  -3.115
H  7.968  -3.057  -5.147
H  7.612  -1.426  -4.430
H  9.008  -2.451  -3.980
H  6.826  -4.823  -2.173
H  6.997  -5.063  -3.873
H  8.445  -4.788  -2.969
H  3.786  -2.629  -1.063
H  4.213  -3.569  0.434
H  4.567  -1.835  0.261
H  7.120  -3.841  0.577
H  7.139  -2.110  0.569
H  7.943  -3.109  -0.815
O  -7.344  2.176  -0.024
P  -7.409  0.958  0.711
N  -6.141  0.529  1.617
C  -6.060  1.161  2.978
C  -4.885  0.343  0.934
N  -7.669  -0.386  -0.225
C  -8.230  -0.183  -1.540
C  -7.260  -1.776  0.107
N  -8.792  1.181  1.749
C  -9.631  2.335  1.464
C  -9.301  -0.030  2.365
H  -6.140  2.188  2.967
H  -5.119  0.825  3.580
H  -6.856  0.718  3.510
H  -4.932  -0.484  0.261
H  -4.110  0.201  1.768
H  -4.587  1.256  0.454
H  -7.633  -0.695  -2.284
H  -9.278  -0.527  -1.650
H  -8.157  0.854  -1.709
H  -6.906  -1.710  1.112
H  -8.143  -2.424  0.085
H  -6.515  -2.102  -0.634
H  -9.022  3.033  1.004
H  -10.484  2.229  0.783
H  -10.014  2.781  2.381
H  -8.483  -0.531  2.947
H  -9.624  -0.767  1.571
H  -10.083  0.166  3.142
O  -0.462  3.113  1.530
P  -1.281  4.358  1.632
N  -0.296  5.729  1.565
C  0.197  6.200  0.312
C  0.508  6.052  2.764
N  -2.160  4.483  3.066
C  -2.741  3.231  3.743
C  -2.587  5.864  3.491
N  -2.286  4.389  0.302
C  -1.903  3.876  -0.971
C  -3.302  5.444  0.276
H  0.335  7.290  0.245
H  -0.550  5.989  -0.434
H  1.146  5.796  -0.042
H  0.430  5.268  3.522
H  0.202  7.006  3.165
H  1.537  6.279  2.497
H  -3.783  3.197  3.500
H  -2.200  2.474  3.226
H  -2.414  3.283  4.817
H  -2.215  6.556  2.797
H  -3.713  5.894  3.525
H  -2.102  6.010  4.544
H  -1.036  3.280  -0.868
H  -2.683  3.310  -1.368
H  -1.636  4.685  -1.609
H  -4.096  5.304  -0.418
H  -2.913  6.421  -0.002
H  -3.822  5.564  1.181
O  -4.794  -2.996  -1.102
P  -3.846  -3.629  -2.035
N  -4.512  -4.895  -2.851
C  -5.913  -4.766  -3.248
C  -3.818  -5.908  -3.656
N  -2.491  -4.414  -1.431
C  -1.520  -3.381  -0.880
C  -2.702  -5.440  -0.411
N  -3.276  -2.523  -3.077
C  -3.241  -1.078  -2.803
C  -2.768  -2.963  -4.376
H  -6.273  -5.736  -3.550
H  -5.971  -4.007  -4.011
H  -6.406  -4.380  -2.404
H  -4.235  -5.905  -4.729
H  -4.020  -6.915  -3.168
H  -2.783  -5.762  -3.755
H  -1.841  -3.041  0.179
H  -0.571  -3.902  -0.769
H  -1.434  -2.533  -1.515
H  -3.499  -6.132  -0.818
H  -1.808  -6.048  -0.363
H  -2.884  -4.950  0.514
H  -2.192  -0.736  -2.805
H  -3.724  -0.481  -3.604
H  -3.599  -0.918  -1.828
H  -2.023  -3.787  -4.375
H  -2.257  -2.160  -4.915
H  -3.607  -3.367  -4.989
C  1.037  2.815  4.867
O  1.385  2.377  6.170
C  2.353  1.395  6.140
C  2.450  0.794  7.540
O  1.429  -0.215  7.717
C  1.284  -0.648  8.951
C  2.441  -1.472  9.524
O  2.788  -2.578  8.673
C  3.521  -3.536  9.284
H  1.952  3.223  4.522
H  0.180  3.466  4.873
H  0.630  1.992  4.201
H  3.286  1.840  5.815
H  1.975  0.604  5.447
H  2.245  1.546  8.330
H  3.476  0.323  7.738
H  0.452  -1.363  8.935
H  1.064  0.230  9.610
H  2.106  -1.878  10.535
H  3.354  -0.908  9.647
H  4.549  -3.230  9.419
H  3.580  -4.396  8.612
H  3.106  -3.844  10.224
C  0.651  -1.578  -3.875
O  0.465  -0.749  -2.700
C  1.594  -0.894  -1.843
C  1.387  -0.340  -0.461
O  0.173  -0.800  0.048
C  -0.160  -0.116  1.273
C  -1.009  -1.110  2.069
O  -1.387  -0.622  3.342
C  -0.390  -0.980  4.308
H  0.537  -2.663  -3.636
H  1.603  -1.403  -4.337
H  -0.124  -1.305  -4.584
H  2.502  -0.501  -2.274
H  1.884  -1.976  -1.794
H  1.420  0.779  -0.532
H  2.203  -0.628  0.238
H  -0.699  0.793  0.996
H  0.652  0.233  1.860
H  -0.410  -2.108  2.182
H  -1.958  -1.195  1.501
H  -0.288  -2.053  4.349
H  -0.622  -0.503  5.244
H  0.560  -0.548  3.993
C  3.448  2.631  0.779
O  4.285  1.456  0.697
C  4.958  1.153  1.915
C  4.034  0.333  2.807
O  3.627  -0.913  2.184
C  3.206  -1.875  3.175
C  2.673  -3.137  2.538
O  1.545  -2.962  1.746
C  0.873  -4.159  1.427
H  4.125  3.517  0.736
H  2.890  2.683  1.794
H  2.793  2.610  -0.098
H  5.208  2.015  2.454
H  5.802  0.544  1.646
H  3.186  0.973  3.090
H  4.637  0.155  3.704
H  2.354  -1.554  3.774
H  3.993  -2.140  3.827
H  2.458  -3.805  3.384
H  3.395  -3.742  1.976
H  -0.150  -3.934  1.253
H  0.929  -4.877  2.278
H  1.328  -4.530  0.493



The following is a DFT calculation (the ωB97M-V functional and the def2-TZVPD basis) of 5 unconnected molecules or ions with the total composition C32H61BF3N3O14S at a distorted geometry.

largest force on an atom	7.34	eV Å⁻¹
E	-86961.4077	eV

Geometry (Å):
N  0.187  4.859  7.612
C  0.544  4.639  6.151
C  -0.763  4.720  5.147
C  -1.413  3.240  4.805
C  -1.991  2.576  6.227
C  -0.927  1.443  6.843
B  -1.303  -0.092  6.279
C  -0.408  -0.648  5.018
C  1.188  -0.947  5.420
C  1.558  -2.543  5.461
C  1.206  -3.377  4.094
C  1.939  -2.830  2.734
C  0.965  -1.932  1.747
C  0.175  -2.869  0.613
S  0.004  -1.920  -1.026
C  -1.666  -1.063  -0.948
N  -1.979  0.134  -1.856
N  -3.264  0.546  -1.508
C  -3.769  -0.385  -0.429
O  -2.778  -1.438  -0.030
C  -2.510  -0.938  7.057
O  -3.592  -1.392  6.185
C  -3.280  -2.577  5.398
F  -4.450  -3.518  5.571
F  -3.274  -2.267  3.919
F  -2.084  -3.345  5.790
H  0.137  3.874  8.012
H  -0.799  5.226  7.692
H  1.134  3.618  5.988
H  1.274  5.525  5.844
H  -1.586  5.436  5.596
H  -0.378  5.257  4.157
H  -2.345  3.444  4.113
H  -0.657  2.484  4.328
H  -2.121  3.484  6.978
H  -3.070  2.105  6.049
H  -1.112  1.411  8.019
H  0.193  1.733  6.665
H  -0.346  0.251  4.235
H  -0.872  -1.547  4.431
H  1.931  -0.318  4.739
H  1.353  -0.518  6.521
H  2.740  -2.620  5.601
H  1.108  -3.096  6.418
H  1.575  -4.498  4.271
H  0.029  -3.471  3.930
H  2.237  -3.797  2.102
H  2.968  -2.281  2.980
H  1.653  -1.203  1.100
H  0.205  -1.245  2.314
H  -0.872  -3.229  1.024
H  0.821  -3.831  0.352
H  -4.845  -0.191  0.017
H  -2.082  -1.771  7.793
H  -3.001  -0.134  7.793
C  -3.293  1.776  -6.474
C  -2.720  1.779  -5.069
O  -1.369  2.261  -5.066
C  -1.226  3.604  -5.180
O  -2.131  4.419  -5.278
O  0.101  3.887  -5.198
C  0.393  5.265  -5.419
H  -2.644  1.217  -7.155
H  -4.290  1.324  -6.485
H  -3.374  2.790  -6.874
H  -2.688  0.752  -4.689
H  -3.340  2.360  -4.377
H  -0.131  5.904  -4.702
H  0.133  5.540  -6.446
H  1.469  5.409  -5.284
C  2.506  -3.086  -3.162
C  3.725  -2.866  -4.039
O  4.765  -3.801  -3.719
C  4.590  -5.059  -4.193
O  3.644  -5.452  -4.859
O  5.633  -5.817  -3.773
C  5.520  -7.195  -4.118
H  2.783  -3.063  -2.104
H  1.751  -2.316  -3.349
H  2.051  -4.063  -3.350
H  4.132  -1.867  -3.850
H  3.476  -2.917  -5.105
H  5.351  -7.325  -5.192
H  4.712  -7.658  -3.542
H  6.459  -7.690  -3.856
C  2.028  -9.453  -1.264
C  2.255  -9.811  0.193
O  1.993  -8.688  1.046
C  0.684  -8.411  1.266
O  -0.269  -9.029  0.814
O  0.612  -7.309  2.054
C  -0.717  -6.847  2.279
H  2.611  -8.569  -1.540
H  2.314  -10.285  -1.916
H  0.978  -9.214  -1.457
H  3.306  -10.079  0.341
H  1.656  -10.676  0.499
H  -1.357  -7.645  2.668
H  -1.131  -6.438  1.352
H  -0.677  -6.046  3.023
C  -2.543  8.704  -7.747
C  -1.970  8.707  -6.342
O  -0.619  9.189  -6.338
C  -0.476  10.532  -6.453
O  -1.381  11.347  -6.551
O  0.851  10.815  -6.470
C  1.144  12.193  -6.691
H  -1.894  8.145  -8.428
H  -3.540  8.252  -7.757
H  -2.624  9.718  -8.147
H  -1.938  7.680  -5.961
H  -2.589  9.288  -5.649
H  0.619  12.832  -5.975
H  0.884  12.468  -7.718
H  2.219  12.337  -6.556



The following is a DFT calculation (the ωB97M-V functional and the def2-TZVPD basis) of a single C6H10 molecule at a distorted geometry.

largest force on an atom	2.81	eV Å⁻¹
E	-6381.9651	eV

Geometry (Å):
C  -0.832  -1.576  -0.085
C  -0.435  -0.294  0.600
C  -0.641  -0.137  1.913
C  0.995  1.755  0.350
C  0.557  0.572  -0.111
C  0.589  0.409  -1.610
H  -1.627  -1.410  -0.828
H  -1.352  -2.239  0.602
H  -0.028  -2.073  -0.617
H  0.094  0.305  2.570
H  -1.397  -0.735  2.407
H  1.240  2.488  -0.403
H  1.180  1.892  1.405
H  1.181  -0.421  -2.001
H  0.895  1.273  -2.198
H  -0.417  0.192  -1.994



The following is a DFT calculation (the ωB97M-V functional and the def2-TZVPD basis) of a single C5H7NO molecule.

largest force on an atom	0.30	eV Å⁻¹
E	-8835.5077	eV

Geometry (Å):
C  -1.125  0.599  2.057
C  -0.498  0.113  0.797
C  0.114  0.749  -0.234
C  0.542  -0.274  -1.148
N  1.183  -0.052  -2.375
C  0.148  -1.452  -0.597
O  -0.491  -1.223  0.594
H  -2.194  0.363  2.091
H  -1.010  1.683  2.133
H  -0.654  0.138  2.932
H  0.247  1.819  -0.342
H  1.742  0.791  -2.362
H  1.760  -0.833  -2.662
H  0.227  -2.485  -0.902



Question: Number 2 is which compound?
Answer: C32H61BF3N3O14S